Molecular formula: C35H54Cl2HfN4O2P2SSi
Method: DFT, ωB97M-V/def2-TZVPD

Geometry as XYZ:
```
102
Properties=species:S:1:pos:R:3:forces:R:3
Hf 0.05587 0.37610 0.48878 -0.1 -0.5 -0.4
C 2.82354 -1.12026 -1.96157 0.0 -0.1 0.0
C 2.99654 0.24408 -1.39101 0.1 0.2 0.0
C 4.05867 1.04639 -1.75646 -0.1 -0.2 0.1
C 4.15455 2.32983 -1.22644 0.0 0.0 0.0
C 3.17840 2.81608 -0.38894 0.0 -0.2 0.0
C 2.09860 1.97905 -0.07880 0.1 0.2 0.1
N 2.05961 0.70156 -0.53047 0.2 -0.1 -0.1
N 0.96456 2.28769 0.64273 0.2 0.3 -0.2
Si 0.94818 3.76163 1.64628 0.0 -0.1 0.0
C 1.05758 5.28865 0.55568 -0.1 -0.1 0.1
C 2.36492 3.63445 2.85568 -0.2 0.0 -0.1
C -0.64717 3.88552 2.60527 0.2 0.1 -0.1
H 2.73692 -1.86187 -1.17308 0.0 0.0 0.0
H 3.67135 -1.39028 -2.58372 0.0 0.0 0.0
H 1.91780 -1.16067 -2.56935 0.0 0.0 0.0
H 4.80400 0.66879 -2.43730 0.1 0.0 -0.1
H 4.99387 2.95732 -1.49068 0.1 0.0 0.0
H 3.23676 3.81448 0.00508 0.0 0.1 0.0
H 1.52907 5.11597 -0.40776 0.1 0.0 -0.1
H 1.62532 6.07458 1.04812 0.1 0.1 0.1
H 0.06016 5.68810 0.36758 -0.1 0.0 0.0
H 3.34867 3.63587 2.39376 0.1 0.0 -0.1
H 2.27743 2.72268 3.44682 0.0 -0.1 0.0
H 2.33306 4.47567 3.54660 0.0 0.1 0.1
H -1.52571 3.95392 1.96709 -0.1 0.0 -0.1
H -0.59299 4.82811 3.15126 0.0 0.1 0.1
H -0.78545 3.10362 3.34631 0.0 -0.1 0.1
C -2.50045 -2.61092 -0.98442 0.0 -0.1 0.1
P -2.15833 -1.60976 0.51275 0.1 0.2 -0.1
C -3.85479 -1.05463 0.90239 0.0 -0.1 0.0
C -1.73124 -2.78435 1.82668 0.1 0.0 0.0
C -2.68030 -3.38011 2.65209 0.0 0.0 0.0
C -2.28777 -4.23782 3.66770 0.0 0.0 0.0
C -0.94305 -4.51338 3.85958 0.0 0.0 0.0
C 0.01261 -3.93096 3.03994 -0.1 0.1 0.0
C -0.36919 -3.05718 2.02626 0.0 -0.1 -0.1
P 0.84975 -2.32484 0.88035 0.0 0.0 -0.1
C 2.45530 -2.55105 1.70222 0.1 0.0 0.0
C 0.88649 -3.52392 -0.51984 0.1 -0.1 0.1
H -2.89677 -3.58369 -0.68987 0.0 0.0 0.0
H -1.62333 -2.74856 -1.61036 0.0 0.0 0.0
H -3.25145 -2.09200 -1.57946 0.0 0.0 0.0
H -4.56463 -1.85530 0.68650 0.0 0.0 0.0
H -4.10946 -0.20235 0.27091 0.0 0.0 0.0
H -3.95391 -0.77262 1.94974 0.0 0.0 0.0
H -3.73348 -3.17850 2.51170 0.0 0.0 0.0
H -3.03026 -4.69311 4.30547 -0.1 0.0 0.0
H -0.63268 -5.18231 4.64930 0.0 0.0 0.0
H 1.05420 -4.15357 3.21538 0.1 0.0 0.0
H 2.45181 -2.04876 2.66990 0.0 0.0 0.0
H 3.23865 -2.10673 1.08638 0.0 0.0 0.0
H 2.67762 -3.61173 1.83474 0.0 0.1 0.0
H 0.26335 -4.38322 -0.27694 0.0 0.0 0.0
H 1.90410 -3.87963 -0.67516 0.0 0.0 0.0
H 0.54249 -3.07964 -1.44977 0.0 0.0 0.0
Cl -4.13682 0.19143 6.58062 0.0 0.0 0.0
C -2.92227 0.20410 5.36078 -0.1 0.2 -0.3
C -1.70340 -0.43820 5.60024 0.1 0.0 -0.1
C -0.70769 -0.44402 4.64596 0.0 0.1 0.1
Cl 0.82292 -1.14404 5.00945 0.0 0.0 0.0
C -0.90219 0.16204 3.39407 0.0 0.0 0.1
O 0.04785 0.14422 2.48550 -0.2 -0.1 0.0
C -2.12882 0.82831 3.16953 -0.2 -0.1 0.1
C -2.42425 1.50871 1.94761 0.0 0.0 0.0
O -1.76978 1.45571 0.88568 -0.2 0.2 0.3
C -3.12744 0.86050 4.16898 0.2 -0.2 0.2
H -1.52764 -0.91717 6.55406 0.0 0.0 0.0
H -3.33067 2.12567 1.94030 0.0 -0.1 0.0
H -4.05017 1.39422 3.99070 -0.1 0.0 0.0
C -5.31237 3.01469 -0.00482 0.0 0.0 0.0
C -4.75659 2.48064 -1.31606 0.1 -0.1 0.0
C -3.95454 3.53371 -2.07182 0.1 0.0 0.0
C -3.38758 3.03109 -3.39540 -0.1 0.1 -0.2
N -2.46778 1.90325 -3.20572 -0.2 -0.1 -0.1
C -1.35079 1.86540 -2.49825 0.1 -0.2 0.1
S -0.80503 0.26603 -2.03893 -0.1 0.1 0.1
N -0.65489 2.94274 -2.17964 0.2 0.0 0.2
C -0.63773 4.24424 -2.86529 0.0 0.1 0.0
C -0.14559 4.12294 -4.30597 -0.1 0.0 0.0
C 1.26679 3.55672 -4.44219 -0.1 -0.1 0.0
C 2.33768 4.42116 -3.79500 0.0 0.0 0.0
H -5.85694 2.24852 0.54552 0.0 0.0 0.0
H -5.99819 3.84384 -0.17423 0.0 0.0 0.0
H -4.51165 3.39246 0.63404 0.0 0.0 0.0
H -5.57258 2.11624 -1.94580 0.0 0.0 0.0
H -4.10984 1.61702 -1.11796 0.0 0.0 0.0
H -3.13340 3.87821 -1.43546 0.0 0.0 0.0
H -4.57231 4.41060 -2.27441 -0.1 0.0 0.0
H -2.89860 3.82426 -3.96577 -0.1 -0.1 0.1
H -4.18073 2.63692 -4.03263 0.0 0.1 0.1
H -2.85405 0.98724 -3.38208 0.0 0.1 0.0
H 0.13472 2.76630 -1.56886 -0.1 0.0 -0.1
H 0.03242 4.86209 -2.27095 0.0 0.1 0.0
H -1.62096 4.71606 -2.80722 0.2 0.0 0.0
H -0.19417 5.11674 -4.75605 0.0 0.0 0.0
H -0.83912 3.49593 -4.87152 0.0 0.0 0.0
H 1.48560 3.43931 -5.50400 0.0 0.0 0.0
H 1.29791 2.54505 -4.02411 0.0 0.0 0.0
H 2.26267 5.45679 -4.12642 0.0 0.0 0.0
H 3.33457 4.06700 -4.05202 0.0 0.0 0.0
H 2.26784 4.41659 -2.70684 0.0 0.0 0.1
```
Positions in Å, forces in eV/Å.

Its charge is +2. Its orbital gap is 7.21 eV. The calculated total energy comes out at -4074.214755 Eh. For the energy above the lowest of the compared OMol25 structures with the same formula, charge and spin, the calculation gives 0.0 kJ/mol. As for the multiplicity: 1.

Atomic partial charges in e from the Löwdin method, atoms 1 to 8: number 1, Hf, carries 1.348; number 2, C, carries -0.019; number 3, C, carries -0.308; number 4, C, carries -0.011; number 5, C, carries -0.020; number 6, C, carries -0.028; number 7, C, carries -0.448; number 8, N, carries -0.017

---

Molecular formula: C35H54N9O2Si2TeTi
Method: DFT, ωB97M-V/def2-TZVPD

Geometry as XYZ:
```
104
Properties=species:S:1:pos:R:3:forces:R:3
Ti 0.25317 -0.71027 1.27929 -0.6 -0.5 0.3
C -2.38777 -0.89246 2.91722 0.2 -0.1 -0.2
C -1.22168 -0.48642 3.79041 0.1 -0.4 -0.2
N -0.02192 -1.28382 3.39623 -0.6 -0.2 0.3
C -0.09074 -2.72741 3.75735 -0.1 0.3 -0.2
C 0.41288 -3.56411 2.59909 -0.2 0.2 -0.1
N -0.16755 -3.02527 1.34478 -0.2 0.1 0.1
C -1.61545 -3.40253 1.19378 0.3 0.2 0.2
C -2.47137 -2.20373 0.81959 0.3 0.2 0.4
N -1.94078 -0.99476 1.49023 -0.4 -0.1 0.4
H -3.17903 -0.15481 3.00950 -0.1 0.1 0.0
H -2.79838 -1.84801 3.23625 0.0 -0.1 0.0
H -1.46837 -0.60583 4.84231 0.0 0.0 0.2
H -0.99669 0.55831 3.61474 0.2 0.2 0.0
H 0.77695 -0.86592 3.83801 0.3 0.1 0.2
H -1.11868 -2.98387 3.99625 -0.1 0.0 0.0
H 0.49771 -2.93524 4.64177 0.1 0.0 0.3
H 0.15669 -4.61201 2.74569 0.0 -0.1 0.0
H 1.49142 -3.49480 2.53403 0.2 0.0 -0.1
H 0.34376 -3.44509 0.58310 0.1 -0.2 -0.2
H -1.95708 -3.81816 2.14113 0.0 0.0 0.0
H -1.72597 -4.18405 0.44810 0.0 -0.1 -0.1
H -3.50745 -2.38692 1.09296 -0.2 0.0 0.1
H -2.44970 -2.04309 -0.24235 0.0 0.1 -0.4
H -2.32001 -0.16315 1.03944 -0.1 0.2 -0.2
N 4.33299 -0.53234 1.32838 0.8 -0.1 -0.3
C 4.32888 -1.74808 0.66419 0.3 0.3 0.0
C 3.05404 -2.17473 0.72361 -0.5 -0.1 0.1
N 2.28188 -1.24613 1.40766 0.5 -0.4 0.0
C 3.10280 -0.27216 1.75354 -0.2 0.3 0.5
C 2.66292 0.85483 2.57703 0.1 -0.3 -0.2
N 1.39512 1.01342 2.87217 -0.3 -0.1 -0.1
C 1.33220 2.07850 3.74791 -0.4 -0.1 -0.1
C 2.58310 2.55887 3.96660 0.2 0.1 0.0
N 3.41745 1.76656 3.20988 0.3 0.3 0.2
H 5.12734 0.08096 1.39357 0.1 0.0 0.0
H 5.21515 -2.17941 0.21951 -0.1 0.1 0.1
H 2.64541 -3.09810 0.34859 0.0 0.1 0.0
H 0.39799 2.43940 4.15905 0.2 0.0 -0.1
H 2.94728 3.37406 4.58055 -0.1 -0.2 -0.2
H 4.41593 1.86690 3.16518 0.1 0.0 0.0
C 0.74580 0.77007 -5.84860 0.2 0.3 -0.4
Si -0.15745 -0.25722 -4.61513 0.0 -0.1 0.2
C -1.92734 0.23062 -4.40984 -0.5 0.0 -0.1
C -0.11691 -2.04057 -5.14037 0.2 -0.4 -0.2
C 0.67500 0.01148 -2.92001 0.1 0.1 0.1
Te 0.04029 -1.41784 -1.47709 -0.2 -0.1 -0.7
C 1.35025 -2.94659 -2.17667 0.0 0.1 0.0
Si 0.80718 -4.75950 -2.07660 -0.1 0.1 0.0
C 1.20872 -5.52019 -0.41012 0.2 -0.2 0.4
C 1.77148 -5.64061 -3.37650 0.3 -0.3 -0.3
C -1.02576 -4.90377 -2.36669 -0.4 -0.1 -0.2
H 0.24179 0.71546 -6.82596 0.2 0.0 0.2
H 1.77242 0.39984 -5.98105 -0.2 0.1 0.0
H 0.79584 1.82775 -5.55321 0.0 -0.2 -0.1
H -2.53222 -0.12536 -5.25653 0.1 0.1 0.2
H -2.03265 1.31542 -4.35850 -0.1 0.0 0.0
H -2.34968 -0.20340 -3.49595 0.0 0.0 -0.1
H -0.75803 -2.15552 -6.02696 0.2 0.0 0.2
H -0.50875 -2.70887 -4.36467 0.0 0.0 -0.2
H 0.89493 -2.37604 -5.42158 -0.3 0.1 0.1
H 0.39223 0.99007 -2.51436 0.0 -0.1 -0.1
H 1.76614 -0.03172 -2.94906 -0.1 0.0 0.1
H 2.34100 -2.77525 -1.75865 0.0 0.0 0.0
H 1.41178 -2.71517 -3.24578 0.0 0.0 0.2
H 2.04132 -5.04522 0.13280 -0.2 -0.2 -0.1
H 1.52570 -6.55705 -0.59869 -0.1 0.2 0.1
H 0.33788 -5.58120 0.25815 0.2 0.0 -0.1
H 2.85207 -5.56989 -3.18820 -0.2 0.0 -0.1
H 1.56981 -5.22419 -4.37330 0.1 -0.1 0.2
H 1.50403 -6.70772 -3.39445 0.1 0.3 0.0
H -1.56659 -3.98677 -2.10313 0.0 -0.1 0.0
H -1.45124 -5.73795 -1.78887 0.1 0.2 -0.2
H -1.23003 -5.10592 -3.42848 0.0 0.1 0.3
O 1.90968 1.18213 -0.25633 0.1 -0.1 0.2
C 0.88192 1.76601 0.06456 -0.5 0.2 0.0
N 0.68167 3.10472 0.10371 -0.5 -0.1 -0.1
C -0.70679 3.46682 0.44201 0.1 -0.1 0.0
C -1.28384 2.03474 0.66775 0.7 -0.1 0.1
O -2.42579 1.79407 0.98922 0.0 -0.2 0.0
N -0.27118 1.08148 0.48480 -0.3 1.8 -0.4
C -1.40946 4.22757 -0.69543 0.2 -0.1 0.0
C -2.03400 3.55844 -1.74731 0.0 0.0 0.1
C -2.61149 4.27817 -2.78859 0.1 -0.1 0.0
C -2.55313 5.66500 -2.80027 0.0 0.1 -0.1
C -1.92521 6.33527 -1.76159 0.1 0.0 0.1
C -1.36148 5.62079 -0.70974 0.0 0.0 -0.1
C -0.76372 4.28300 1.74940 -0.1 -0.2 -0.1
C -1.99334 4.52176 2.36903 0.1 -0.1 0.0
C -2.05636 5.30494 3.51307 0.1 0.0 0.0
C -0.89881 5.87527 4.04166 -0.1 0.0 0.0
C 0.31905 5.65990 3.41430 0.1 0.0 0.0
C 0.38409 4.86284 2.27278 0.1 0.1 0.0
H 1.30464 3.74104 -0.36583 0.0 0.0 -0.1
H -2.10181 2.47269 -1.74158 0.0 0.1 0.0
H -3.12200 3.76211 -3.59247 0.0 0.0 0.0
H -3.00550 6.22278 -3.61660 0.1 -0.1 0.2
H -1.88418 7.41972 -1.75744 0.0 -0.1 0.0
H -0.89082 6.15716 0.10723 0.0 0.0 -0.1
H -2.89967 4.10116 1.94867 0.1 0.0 0.0
H -3.01410 5.48891 3.98448 0.0 0.0 0.0
H -0.95287 6.50103 4.92543 0.0 -0.1 -0.1
H 1.22286 6.12291 3.80660 -0.2 -0.1 -0.1
H 1.33823 4.71132 1.77617 -0.1 0.0 0.1
```
Positions in Å, forces in eV/Å.

Its charge is +2. Its orbital gap (spin up / spin down) is 8.05 / 8.14 eV. The calculated total energy comes out at -3705.646426 Eh. For the energy above the lowest of the compared OMol25 structures with the same formula, charge and spin, the calculation gives 31.7 kJ/mol. As for the multiplicity: 2.

Atomic partial charges in e from the Löwdin method, atoms 1 to 8: number 1, Ti, carries 0.844; number 2, C, carries -0.137; number 3, C, carries -0.150; number 4, N, carries -0.119; number 5, C, carries -0.132; number 6, C, carries -0.173; number 7, N, carries -0.119; number 8, C, carries -0.142